1.
{
  "formula": "C3H9N2O",
  "method": "ωB97M-V/def2-TZVPD",
  "total_charge": 1,
  "homo_ev": -13.93,
  "relative_energy_ev": 1.162,
  "gap_ev": 10.16,
  "smiles": "NC(=O)CC[NH3+]",
  "symbols": ["N", "C", "O", "C", "C", "N", "H", "H", "H", "H", "H", "H", "H", "H", "H"],
  "xyz": [[-0.1783, -0.2893, 2.3206], [-0.5295, -0.2414, 0.9994], [-1.5692, 0.1522, 0.5093], [0.6251, -0.5856, -0.0219], [0.3405, -0.3021, -1.4824], [0.8659, 1.0586, -1.9645], [0.7340, -0.7396, 2.6312], [-0.9475, -0.1988, 3.0071], [0.9228, -1.6152, 0.2529], [1.6434, -0.1752, 0.3236], [-0.7939, -0.2737, -1.6232], [0.7805, -1.1096, -2.0307], [0.9814, 1.0928, -2.9422], [1.6966, 1.4769, -1.3855], [0.1070, 1.7145, -1.7715]],
  "forces_ev_per_angstrom": [[0.31, -0.88, 0.24], [1.39, 0.91, -1.15], [-0.07, -0.25, 0.81], [1.77, 0.15, 2.53], [-1.48, -0.38, 0.83], [0.21, 0.72, 3.49], [-2.02, 0.90, -0.63], [0.92, -0.11, -0.61], [-0.66, -0.15, -1.09], [-1.44, 0.31, -0.51], [1.58, -0.05, 0.06], [0.28, 0.04, -0.86], [0.77, -0.05, -1.57], [-1.47, -1.33, -1.62], [-0.10, 0.17, 0.07]],
  "nbo_charge": [-0.82, 0.68, -0.60, -0.56, -0.25, -0.68, 0.42, 0.43, 0.27, 0.23, 0.28, 0.24, 0.45, 0.46, 0.45]
}

=====

2.
{
  "formula": "C20H22F12N2O6Sn",
  "method": "ωB97M-V/def2-TZVPD",
  "homo_ev": -9.28,
  "relative_energy_ev": 0.158,
  "gap_ev": 9.37,
  "symbols": ["Sn", "O", "C", "C", "N", "C", "C", "O", "O", "C", "C", "O", "O", "H", "H", "H", "H", "H", "H", "H", "H", "H", "C", "C", "C", "C", "H", "H", "H", "H", "H", "H", "H", "H", "H", "F", "C", "F", "F", "C", "O", "C", "F", "F", "F", "C", "F", "F", "F", "F", "C", "F", "F", "C", "C", "C", "N", "C", "C", "H", "H", "H", "H"],
  "xyz": [[-0.3037, 0.6080, 1.9366], [-1.9363, 2.9210, 1.2026], [-3.2754, 2.4490, 1.1068], [-3.5418, 1.3194, 2.0803], [-2.7077, 0.1088, 1.8959], [-3.1501, -0.6782, 0.7351], [-2.8065, -0.0698, -0.6047], [-3.5542, -0.0609, -1.5438], [-1.5480, 0.3859, -0.6121], [-2.8603, -0.7120, 3.1190], [-2.0624, -0.1259, 4.2845], [-2.4779, -0.2189, 5.4149], [-0.9322, 0.4196, 3.9279], [-1.8607, 3.5025, 1.9674], [-3.4253, 2.1499, 0.0707], [-3.9913, 3.2495, 1.3113], [-4.6006, 1.0363, 2.0290], [-3.3554, 1.6858, 3.0929], [-4.2299, -0.8446, 0.7600], [-2.6365, -1.6413, 0.7725], [-2.4774, -1.7091, 2.9198], [-3.9110, -0.7894, 3.4073], [-0.9277, -1.3263, -2.9651], [-0.1517, -0.0780, -2.5593], [0.4967, 0.5932, -3.7649], [-1.0240, 0.9402, -1.8485], [-0.2653, -2.0340, -3.4655], [-1.7436, -1.0764, -3.6469], [-1.3540, -1.8383, -2.1017], [0.6288, -0.3736, -1.8555], [-0.2623, 0.9441, -4.4689], [1.1376, -0.1116, -4.2957], [1.1075, 1.4500, -3.4705], [-1.8612, 1.2550, -2.4715], [-0.4413, 1.8040, -1.5335], [-0.3402, -2.9912, 3.9931], [-0.2809, -3.5193, 2.7665], [0.2847, -4.7260, 2.8558], [-1.5429, -3.6995, 2.3496], [0.4757, -2.5495, 1.8025], [-0.3041, -1.4802, 1.5292], [0.7845, -3.2966, 0.4699], [-0.3058, -3.9289, 0.0221], [1.1525, -2.4272, -0.4798], [1.7645, -4.1982, 0.5983], [1.8235, -2.1359, 2.4751], [1.6073, -1.1583, 3.3671], [2.4324, -3.1381, 3.1043], [2.6803, -1.6435, 1.5633], [5.8313, 3.3934, -3.5062], [5.6320, 2.1497, -3.0494], [6.7251, 1.7944, -2.3541], [5.5632, 1.3343, -4.1161], [4.3891, 2.0426, -2.2062], [3.5515, 3.1249, -2.0122], [2.4184, 2.9366, -1.2318], [2.0964, 1.7778, -0.6667], [2.9238, 0.7493, -0.8547], [4.0775, 0.8278, -1.6161], [3.7669, 4.0877, -2.4520], [1.7349, 3.7610, -1.0595], [2.6498, -0.1834, -0.3770], [4.7141, -0.0375, -1.7416]],
  "forces_ev_per_angstrom": [[0.02, -0.10, -0.06], [0.00, -0.01, 0.00], [0.00, 0.01, -0.01], [0.01, 0.00, 0.02], [-0.03, -0.02, 0.02], [0.00, 0.03, 0.02], [0.04, -0.17, -0.06], [0.01, 0.08, 0.00], [-0.02, 0.08, 0.00], [-0.08, 0.05, -0.01], [0.02, -0.14, 0.03], [0.00, 0.02, -0.03], [0.05, 0.16, 0.04], [0.00, 0.01, 0.00], [-0.01, 0.01, 0.01], [0.00, 0.00, 0.00], [0.01, 0.00, 0.00], [0.00, 0.00, 0.00], [0.00, -0.01, 0.00], [-0.01, 0.01, 0.00], [0.01, 0.01, 0.00], [-0.01, 0.00, -0.01], [-0.01, 0.01, -0.02], [-0.03, -0.02, 0.03], [0.02, 0.01, -0.02], [-0.02, -0.02, 0.03], [0.00, 0.01, -0.01], [0.00, 0.00, 0.00], [0.01, 0.00, 0.01], [0.05, 0.00, 0.01], [0.00, 0.00, 0.00], [0.01, 0.01, 0.01], [0.00, -0.01, 0.01], [-0.01, -0.01, 0.00], [0.01, 0.00, -0.01], [0.00, 0.02, 0.00], [0.01, -0.02, -0.02], [0.00, 0.01, -0.01], [0.00, 0.03, 0.00], [0.01, 0.00, 0.00], [-0.09, -0.02, 0.06], [0.02, 0.03, -0.01], [0.01, -0.01, -0.02], [0.02, -0.01, 0.01], [0.00, -0.01, -0.01], [0.00, 0.00, 0.02], [0.00, -0.01, -0.02], [0.01, 0.00, 0.00], [-0.01, 0.02, 0.00], [0.00, 0.00, 0.00], [0.00, 0.00, 0.00], [-0.01, 0.00, 0.00], [0.00, 0.00, -0.01], [0.00, 0.00, 0.00], [0.00, 0.00, 0.00], [-0.03, 0.00, -0.01], [0.06, 0.01, 0.00], [-0.02, 0.00, -0.01], [0.00, 0.00, 0.01], [0.00, 0.00, 0.00], [0.00, 0.00, 0.00], [-0.02, -0.01, 0.00], [0.00, 0.00, 0.00]],
  "nbo_charge": [1.55, -0.72, -0.08, -0.26, -0.51, -0.35, 0.80, -0.58, -0.53, -0.36, 0.78, -0.60, -0.92, 0.48, 0.20, 0.19, 0.21, 0.22, 0.22, 0.27, 0.25, 0.21, -0.60, -0.25, -0.61, -0.07, 0.21, 0.21, 0.21, 0.21, 0.21, 0.22, 0.21, 0.21, 0.21, -0.31, 0.97, -0.31, -0.32, 0.03, -0.96, 0.97, -0.31, -0.32, -0.31, 0.97, -0.31, -0.30, -0.32, -0.32, 0.97, -0.32, -0.32, -0.11, -0.23, 0.03, -0.42, 0.04, -0.22, 0.24, 0.20, 0.21, 0.24]
}

=====

3.
{
  "formula": "C4H4O2S2",
  "method": "ωB97M-V/def2-TZVPD",
  "homo_ev": -9.45,
  "relative_energy_ev": 1.505,
  "gap_ev": 8.52,
  "smiles": "O=CC(S)(C=O)C=S",
  "symbols": ["O", "C", "C", "S", "C", "O", "C", "S", "H", "H", "H", "H"],
  "xyz": [[0.3346, 2.1014, -0.9929], [-0.2000, 1.4628, -0.1124], [-0.0140, -0.0086, 0.1425], [1.0176, -0.1490, 1.5981], [0.7760, -0.7616, -0.9286], [0.5342, -1.9107, -1.2604], [-1.2635, -0.7883, 0.4442], [-2.7122, -0.1066, 0.2616], [-0.9006, 1.9533, 0.5778], [2.0487, 0.2355, 0.8368], [1.5927, -0.2221, -1.3894], [-1.2135, -1.8062, 0.8230]],
  "forces_ev_per_angstrom": [[-0.06, -0.90, 0.62], [-0.38, 1.11, -0.85], [-0.28, -1.46, -0.51], [0.80, 0.20, 0.50], [-0.79, -1.84, -0.69], [0.21, 1.63, 0.58], [-1.18, 0.96, -0.09], [0.00, -0.29, -0.01], [0.11, -0.05, 0.23], [0.55, 0.08, 0.48], [0.49, 0.48, -0.12], [0.53, 0.07, -0.14]],
  "nbo_charge": [-0.51, 0.44, -0.48, 0.09, 0.44, -0.49, -0.25, 0.12, 0.15, 0.13, 0.15, 0.23]
}

=====

4.
{
  "formula": "C18H27BF2N2O4",
  "method": "ωB97M-V/def2-TZVPD",
  "homo_ev": -8.40,
  "gap_ev": 7.00,
  "symbols": ["C", "C", "C", "C", "C", "C", "N", "C", "C", "C", "C", "C", "C", "C", "C", "C", "C", "N", "H", "H", "H", "H", "H", "H", "H", "H", "H", "H", "H", "H", "H", "H", "H", "H", "H", "H", "H", "H", "H", "H", "H", "H", "H", "H", "H", "B", "O", "C", "O", "C", "O", "O", "F", "F"],
  "xyz": [[2.6341, -3.7450, 1.0391], [3.4433, -2.8755, -0.1379], [2.4913, -1.6306, -0.6761], [3.0414, -0.1738, -0.1158], [1.8894, 0.5598, 0.8354], [1.8400, -0.1568, 2.3106], [0.5770, 0.2967, 3.0203], [0.3259, 1.7810, 2.8727], [-0.9686, 2.1806, 1.9497], [-2.0682, 0.9838, 1.7356], [-2.8659, 0.1634, 2.9101], [-4.0110, -1.0143, 2.5949], [-4.4199, -1.4236, 1.0556], [-3.6066, -0.6098, -0.1513], [-2.4632, 0.5689, 0.1641], [-1.8092, 1.2928, -1.1661], [1.6125, 2.6385, 2.2930], [2.2722, 2.0187, 1.0741], [3.0993, -3.4753, 2.1049], [2.8213, -4.8967, 0.8125], [1.4849, -3.4990, 1.0729], [3.7455, -3.6007, -1.0346], [4.4353, -2.5057, 0.3783], [1.3715, -1.7343, -0.2941], [2.4679, -1.5519, -1.8515], [4.0257, -0.3045, 0.5266], [3.2457, 0.5368, -1.0461], [0.8633, 0.4532, 0.2818], [1.7796, -1.3305, 2.1464], [2.8362, 0.1102, 2.9060], [0.8048, 0.1713, 4.0526], [0.1328, 2.2019, 3.9730], [-0.5545, 2.6456, 0.9422], [-1.5088, 3.0849, 2.5115], [-2.6691, 0.3933, 4.0409], [-4.5755, -1.5438, 3.4844], [-5.2299, -2.2079, 0.7377], [-3.9009, -0.8744, -1.2693], [-1.5350, 2.4204, -0.9996], [-2.6461, 1.2873, -2.0167], [-0.9149, 0.6412, -1.5912], [2.3928, 2.9423, 3.1438], [1.1623, 3.6800, 1.9217], [2.0964, 2.5634, 0.1857], [3.3234, 2.0070, 1.2410], [-1.2570, 0.7701, -6.1724], [-0.7555, -0.3803, -5.4130], [-1.7256, -0.7482, -4.5651], [-1.6335, -1.6801, -3.7824], [-2.8647, 0.1139, -4.7255], [-3.9123, 0.0449, -4.1034], [-2.6130, 1.0257, -5.6747], [-1.2958, 0.4546, -7.5919], [-0.4113, 1.9306, -5.9404]],
  "forces_ev_per_angstrom": [[0.80, -0.12, -0.05], [-0.67, -0.50, 0.33], [0.31, 0.63, 0.15], [-0.53, 0.63, 0.00], [0.48, -2.89, -0.12], [-0.08, -0.19, -1.16], [2.07, 0.97, 1.19], [0.07, 0.97, 0.61], [-0.78, 0.12, 0.54], [-2.87, -3.04, -1.83], [-0.93, -0.83, -3.29], [1.41, 1.69, -3.25], [3.89, 3.92, 0.64], [0.37, 0.64, 3.64], [-1.81, -1.70, 2.12], [-1.08, -0.65, -0.12], [-1.52, 2.55, 1.53], [1.01, -0.31, -0.35], [-1.07, -0.73, -2.30], [-0.62, 2.50, 0.76], [2.29, -0.64, -0.23], [-0.78, 1.72, 2.00], [-1.94, -0.49, -1.33], [2.38, -0.07, -0.90], [0.03, -0.35, 2.46], [-1.93, 0.33, -1.34], [-0.26, -1.40, 2.00], [1.77, 0.61, 1.27], [0.26, 2.57, 0.36], [-1.84, -0.53, -1.28], [-0.69, -0.05, -1.78], [0.45, -0.78, -2.51], [-1.25, -1.33, 1.81], [1.17, -1.92, -1.25], [-0.35, -0.44, -2.44], [1.44, 1.32, -1.93], [1.79, 1.69, 0.95], [0.90, 0.79, 2.48], [-0.34, -2.30, -0.18], [1.84, -0.08, 1.90], [-1.71, 1.49, 0.95], [-1.48, -1.14, -2.10], [1.03, -2.25, 0.91], [0.23, -0.60, 1.27], [-1.55, 0.11, -0.45], [1.31, 1.42, -2.35], [-0.88, -0.40, 0.96], [3.56, -2.88, 0.53], [-0.22, 1.05, -0.59], [-3.72, 2.72, -0.59], [1.16, -0.05, -0.34], [-0.28, -0.91, 1.06], [0.11, 0.46, 1.85], [-0.94, -1.35, -0.23]],
  "nbo_charge": [-0.65, -0.42, -0.42, -0.43, -0.08, -0.26, -0.61, -0.05, -0.47, -0.06, -0.23, -0.24, -0.22, -0.21, -0.01, -0.70, -0.28, -0.56, 0.20, 0.24, 0.22, 0.23, 0.20, 0.22, 0.25, 0.21, 0.23, 0.27, 0.26, 0.18, 0.37, 0.23, 0.21, 0.24, 0.22, 0.23, 0.25, 0.27, 0.21, 0.28, 0.23, 0.25, 0.24, 0.45, 0.44, 1.26, -0.65, 0.65, -0.57, 0.65, -0.57, -0.65, -0.55, -0.56]
}

=====

5.
{
  "formula": "C2H9N2P",
  "method": "ωB97M-V/def2-TZVPD",
  "homo_ev": [-8.46, -8.46],
  "relative_energy_ev": 2.846,
  "gap_ev": [8.73, 8.73],
  "smiles": "CN=[PH2]NC",
  "symbols": ["C", "N", "P", "N", "C", "H", "H", "H", "H", "H", "H", "H", "H", "H"],
  "xyz": [[-0.3867, -2.4345, -1.3415], [0.6122, -1.5555, -0.6805], [0.5250, -0.3739, 0.4039], [-0.2334, 1.2480, 1.2524], [0.0496, 2.4598, 0.4309], [-0.1037, -2.4918, -2.5136], [-0.2484, -3.4923, -1.0002], [-1.4171, -2.0231, -1.3232], [0.3024, -0.9739, 1.7449], [1.8956, 0.1349, 0.5816], [-1.1815, 1.1104, 1.5564], [-0.6684, 3.2415, 0.7666], [0.9469, 2.8824, 0.7581], [-0.0925, 2.2681, -0.6358]],
  "forces_ev_per_angstrom": [[1.46, 0.48, -2.27], [-1.11, 1.76, 0.08], [0.72, -0.64, 3.58], [2.25, -2.05, -2.71], [-3.19, -0.28, 1.15], [-0.65, 0.19, 2.51], [-0.56, 0.98, 0.10], [0.51, -0.68, 0.32], [0.05, 0.33, -1.18], [-1.42, -0.42, -0.61], [-0.47, 0.10, -0.31], [0.08, -0.40, -0.59], [1.91, 0.23, -0.19], [0.42, 0.41, 0.10]],
  "nbo_charge": [-0.43, -0.96, 1.25, -0.86, -0.44, 0.18, 0.21, 0.19, -0.10, -0.01, 0.37, 0.20, 0.20, 0.19]
}

=====

6.
{
  "formula": "C5H6BrNO3S",
  "method": "ωB97M-V/def2-TZVPD",
  "homo_ev": [-10.17, -10.17],
  "relative_energy_ev": 0.000,
  "gap_ev": [7.93, 7.93],
  "symbols": ["C", "C", "C", "C", "C", "N", "O", "O", "O", "S", "Br", "H", "H", "H", "H", "H", "H"],
  "xyz": [[0.0214, -0.0661, 0.0968], [1.1782, -0.6064, 0.7286], [-1.0397, -0.2784, 0.8859], [2.4892, -0.6109, 0.0947], [-2.4254, 0.1120, 0.9682], [0.7478, -1.1665, 1.8310], [-1.5205, 1.8588, -1.9626], [0.9375, 2.2760, -1.8000], [-0.5717, -1.0314, 1.9438], [-0.1319, 1.3860, -1.8466], [0.2553, -0.2190, -3.4688], [2.6972, -1.4544, -0.6224], [2.8009, 0.2269, -0.6034], [3.1416, -0.7920, 0.9286], [-2.6666, 0.6599, 0.1279], [-3.1456, -0.8543, 0.8528], [-2.7677, 0.5598, 1.8453]],
  "forces_ev_per_angstrom": [[-0.63, 2.27, -2.42], [-2.46, 0.46, -1.50], [0.59, -0.71, 1.41], [2.00, -0.83, -1.16], [-2.25, -4.12, -1.02], [2.93, -0.83, -0.03], [2.55, -1.04, 0.06], [1.95, 1.45, -0.19], [-1.24, 1.26, -0.88], [-3.99, -3.35, 2.33], [-0.18, 0.80, 0.65], [-0.84, 0.22, 0.92], [-0.77, -0.28, 1.60], [1.15, 0.33, 0.03], [-0.57, 1.54, -1.64], [1.76, 1.91, 0.32], [0.00, 0.92, 1.52]],
  "nbo_charge": [-0.11, 0.07, 0.23, -0.67, -0.66, -0.10, -0.86, -0.86, -0.25, 1.91, -0.16, 0.24, 0.25, 0.24, 0.25, 0.23, 0.25]
}